Run P
Density functional theory data (ωB97M-V/def2-TZVPD) for a cluster of 3 separate species, H6O3 in total.

```
! wB97M-V def2-TZVPD RIJCOSX def2/J DEFGRID3
* xyz -1 2
O 0.780 0.326 0.044
H 1.416 -0.196 -0.443
H 0.282 -0.314 0.553
O -0.494 -1.526 1.613
H -1.314 -1.354 2.075
H -0.672 -2.310 1.093
O -0.242 2.097 -1.642
H 0.022 1.552 -0.901
H 0.223 1.725 -2.392
*
```

Computed properties:
Gap between HOMO and LUMO (spin up / spin down) = 3.277 / 11.238 eV
HOMO (spin up / spin down) = 0.844 / -7.146 eV


Run Q
Density functional theory data (ωB97M-V/def2-TZVPD) for a cluster of 3 separate species, H6O3 in total.

```
! wB97M-V def2-TZVPD RIJCOSX def2/J DEFGRID3
* xyz -1 2
O 11.405 -23.150 -15.743
H 10.675 -22.706 -16.174
H 12.094 -22.488 -15.694
O 12.353 -25.543 -17.215
H 12.145 -25.637 -18.145
H 11.689 -24.941 -16.880
O 12.857 -24.642 -12.944
H 12.504 -25.450 -13.316
H 12.799 -24.004 -13.656
*
```

Computed properties:
Gap between HOMO and LUMO (spin up / spin down) = 3.565 / 11.207 eV
HOMO (spin up / spin down) = 0.824 / -6.914 eV


So which one wins? Going from most stable to least: run P, run Q.


Run P
Density functional theory data (ωB97M-V/def2-TZVPD) for the ion C3H4NO3 with charge -1.

```
! wB97M-V def2-TZVPD RIJCOSX def2/J DEFGRID3
* xyz -1 1
C -1.409 -0.664 0.755
N -0.270 0.354 0.789
O -0.458 1.389 -0.145
C 0.435 0.385 -0.595
C 1.929 0.544 -0.557
O 2.608 -0.383 -1.055
O 2.352 1.571 -0.073
H -2.150 -0.403 0.118
H -1.243 -1.649 0.302
H -1.802 -0.775 1.713
H 0.008 -0.368 -1.252
*
```

Computed properties:
Gap between HOMO and LUMO = 8.021 eV
HOMO = -4.144 eV
SMILES string = CN1O[C@H]1C(=O)[O-]


Run Q
Density functional theory data (ωB97M-V/def2-TZVPD) for the ion C3H4NO3 with charge -1.

```
! wB97M-V def2-TZVPD RIJCOSX def2/J DEFGRID3
* xyz -1 1
O -2.398 0.484 -0.080
C -1.508 -0.345 0.155
C -0.202 0.024 0.349
C 0.832 -0.870 -0.050
O 2.047 -0.628 0.157
N 0.100 1.398 0.573
O 1.214 1.929 -0.292
H -1.663 -1.446 0.208
H 0.678 -1.866 -0.550
H -0.777 1.965 0.403
H 1.727 1.143 -0.259
*
```

Computed properties:
Gap between HOMO and LUMO = 7.087 eV
HOMO = -2.858 eV
SMILES string = O=C/C(=C/[O-])NO


Run R
Density functional theory data (ωB97M-V/def2-TZVPD) for the ion C3H4NO3 with charge -1.

```
! wB97M-V def2-TZVPD RIJCOSX def2/J DEFGRID3
* xyz -1 1
O -2.185 -1.528 0.311
C -1.082 -1.070 0.072
C 0.178 -1.064 0.035
C 1.000 0.040 -0.603
O 0.294 1.266 -0.666
N -1.009 1.359 -0.307
O -1.060 1.778 1.081
H 0.811 -1.898 0.314
H 1.907 0.224 -0.071
H 1.445 -0.472 -1.606
H -0.298 1.366 1.440
*
```

Computed properties:
Gap between HOMO and LUMO (spin up / spin down) = 6.179 / 6.177 eV
HOMO (spin up / spin down) = -2.060 / -2.058 eV
SMILES string = O=C=CCO[N-]O


So which one wins? Going from most stable to least: run Q, run P, run R.


Run P
Density functional theory data (ωB97M-V/def2-TZVPD) for the molecule C4H7ClFN.

```
! wB97M-V def2-TZVPD RIJCOSX def2/J DEFGRID3
* xyz 0 1
C 1.105 -1.465 0.289
C 0.370 -0.151 0.350
N 0.403 0.556 -0.885
C -0.759 1.379 -0.542
C -1.156 0.162 0.326
F -1.680 0.373 1.520
Cl -2.169 -1.020 -0.540
H 2.137 -1.158 0.044
H 1.088 -2.032 1.197
H 0.792 -2.049 -0.564
H 0.694 0.430 1.200
H 1.212 1.096 -1.105
H -0.551 2.269 0.058
H -1.486 1.609 -1.348
*
```

Computed properties:
Gap between HOMO and LUMO = 10.571 eV
HOMO = -9.659 eV
SMILES string = C[C@H]1NC[C@@]1(F)Cl


Run Q
Density functional theory data (ωB97M-V/def2-TZVPD) for the molecule C4H7ClFN.

```
! wB97M-V def2-TZVPD RIJCOSX def2/J DEFGRID3
* xyz 0 1
N 1.399 0.087 1.379
C 0.926 -0.086 -0.031
C -0.273 -1.103 -0.357
C -1.187 0.088 -0.566
Cl -2.324 0.339 0.727
C -0.006 0.949 -0.590
F -0.011 2.144 0.062
H 1.168 -0.878 1.884
H 0.747 0.901 1.897
H 1.928 -0.138 -0.627
H -0.187 -1.849 -1.181
H -0.653 -1.720 0.467
H -1.761 0.037 -1.452
H 0.233 1.228 -1.611
*
```

Computed properties:
Gap between HOMO and LUMO = 10.289 eV
HOMO = -9.485 eV
SMILES string = N[C@H]1C[C@@H](Cl)[C@H]1F


So which one wins? Going from most stable to least: run P, run Q.


Run P
Density functional theory data (ωB97M-V/def2-TZVPD) for a cluster of 2 separate species, C3H9O2 in total.

```
! wB97M-V def2-TZVPD RIJCOSX def2/J DEFGRID3
* xyz -1 1
C 0.651 1.698 1.787
O 0.683 1.254 0.477
H 1.651 2.006 2.142
H 0.221 0.954 2.480
H 0.037 2.614 1.919
C -1.087 -0.943 -0.925
O -1.153 -0.375 0.348
C 0.351 -1.265 -1.400
H -1.531 -0.244 -1.650
H -1.630 -1.897 -0.912
H -0.290 0.292 0.435
H 1.095 -0.838 -0.733
H 0.541 -0.908 -2.421
H 0.462 -2.349 -1.545
*
```

Computed properties:
Gap between HOMO and LUMO = 7.730 eV
HOMO = -3.195 eV


Run Q
Density functional theory data (ωB97M-V/def2-TZVPD) for a cluster of 2 separate species, C3H9O2 in total.

```
! wB97M-V def2-TZVPD RIJCOSX def2/J DEFGRID3
* xyz -1 1
C -0.443 -0.363 1.217
O -0.201 0.539 2.038
C 0.834 -0.955 0.235
C 0.982 -0.166 -1.049
H -1.302 -0.095 0.367
H -0.908 -1.363 1.532
H 0.559 -2.000 0.092
H 1.812 -0.991 0.640
H 2.132 0.110 -1.273
H 0.474 0.757 -0.955
H 0.563 -0.735 -1.908
H -1.841 1.166 0.067
H -0.879 2.305 -0.382
O -1.781 1.792 -0.622
*
```

Computed properties:
Gap between HOMO and LUMO = 7.069 eV
HOMO = -2.696 eV


So which one wins? Going from most stable to least: run P, run Q.


Run P
Density functional theory data (ωB97M-V/def2-TZVPD) for a cluster of 2 separate species, C8H8 in total.

```
! wB97M-V def2-TZVPD RIJCOSX def2/J DEFGRID3
* xyz 0 1
C 1.613 0.320 0.278
C 1.109 -0.734 1.039
C -0.175 -0.605 1.604
C -1.009 0.486 1.303
C -0.455 1.511 0.493
C 0.842 1.458 0.039
H 2.620 0.260 -0.121
H 1.716 -1.647 1.103
H -0.514 -1.354 2.333
H -1.999 0.601 1.763
H -1.053 2.422 0.350
H 1.194 2.226 -0.575
C -0.754 -0.985 -1.908
C -1.198 -1.625 -2.834
H -0.470 -0.152 -1.185
H -1.467 -2.182 -3.682
*
```

Computed properties:
Gap between HOMO and LUMO = 10.674 eV
HOMO = -9.568 eV
SMILES string = c1ccccc1.C#C


Run Q
Density functional theory data (ωB97M-V/def2-TZVPD) for a cluster of 2 separate species, C8H8 in total.

```
! wB97M-V def2-TZVPD RIJCOSX def2/J DEFGRID3
* xyz 0 1
C 0.360 -0.260 -2.439
C 1.432 -0.265 -1.506
C 1.306 -0.077 -0.150
C -0.065 0.016 0.276
C -1.062 0.192 -0.620
C -0.894 0.028 -1.972
H 0.447 -0.547 -3.407
H 2.450 -0.179 -2.093
H 2.130 0.247 0.503
H -0.217 0.013 1.336
H -1.983 0.587 -0.216
H -1.634 -0.144 -2.716
C -0.953 0.401 2.883
C -0.103 -0.108 3.513
H -1.739 0.946 2.237
H 0.415 -0.488 4.443
*
```

Computed properties:
Gap between HOMO and LUMO = 10.174 eV
HOMO = -9.119 eV
SMILES string = c1ccccc1.C#C


So which one wins? Going from most stable to least: run P, run Q.


Run P
Density functional theory data (ωB97M-V/def2-TZVPD) for the molecule C8H8.

```
! wB97M-V def2-TZVPD RIJCOSX def2/J DEFGRID3
* xyz 0 1
C -0.821 -1.329 -2.332
C 0.191 -1.264 -1.476
C 0.223 -0.331 -0.345
C -0.479 -0.713 0.814
C -0.383 0.050 1.961
C 0.259 1.290 1.958
C 0.812 1.765 0.750
C 0.851 0.923 -0.333
H -0.898 -1.950 -3.213
H -1.596 -0.572 -2.240
H 1.067 -1.907 -1.542
H -1.254 -1.443 0.632
H -0.854 -0.235 2.895
H 0.257 1.867 2.868
H 1.131 2.797 0.807
H 1.493 1.053 -1.202
*
```

Computed properties:
Gap between HOMO and LUMO = 10.192 eV
HOMO = -9.090 eV
SMILES string = C=Cc1ccccc1


Run Q
Density functional theory data (ωB97M-V/def2-TZVPD) for the molecule C8H8.

```
! wB97M-V def2-TZVPD RIJCOSX def2/J DEFGRID3
* xyz 0 1
C -2.868 -0.958 0.914
C -1.863 -0.351 0.491
C -0.701 0.523 0.155
C 0.200 0.307 -1.182
C 0.715 -1.040 -0.908
C 1.084 -1.006 0.395
C 0.695 0.394 0.829
C 1.263 1.190 -0.373
H -3.677 -1.556 1.256
H -1.093 1.531 0.292
H -0.213 0.705 -2.120
H 0.773 -1.907 -1.603
H 1.545 -1.817 0.950
H 0.767 0.609 1.909
H 1.061 2.270 -0.350
H 2.312 1.107 -0.655
*
```

Computed properties:
Gap between HOMO and LUMO = 9.913 eV
HOMO = -8.824 eV
SMILES string = C#C[C@@H]1[C@@H]2C=C[C@H]1C2


Run R
Density functional theory data (ωB97M-V/def2-TZVPD) for the molecule C8H8.

```
! wB97M-V def2-TZVPD RIJCOSX def2/J DEFGRID3
* xyz 0 1
C 1.872 0.430 -0.509
C 0.905 1.001 -1.201
C -0.300 1.385 -1.362
C -1.367 0.353 0.343
C 1.817 -1.024 -0.237
C 0.609 -1.340 0.681
C -0.651 -0.656 0.434
C -2.576 1.133 0.185
H 2.567 0.964 -0.020
H 1.626 -1.449 -1.333
H 2.711 -1.588 0.226
H 0.378 -2.316 0.750
H 1.016 -1.048 1.793
H -2.746 1.399 -0.876
H -2.341 2.079 0.829
H -3.521 0.678 0.296
*
```

Computed properties:
Gap between HOMO and LUMO = 7.836 eV
HOMO = -8.607 eV


So which one wins? Going from most stable to least: run P, run Q, run R.